1.
ORCA calculation (the ωB97M-V functional and the def2-TZVPD basis) on a 11-piece molecular cluster, C38H106N8O11 overall in a non-equilibrium geometry.

For the highest occupied orbital energy, the calculation gives -9.002 eV. The calculation puts the gap between HOMO and LUMO at 0.35067 hartree. The energy above the lowest of the compared OMol25 structures with the same formula, charge and spin is 0.00 kJ/mol. As for the total charge: 0.

Each line ends with the Mulliken charge.
CARTESIAN COORDINATES (ANGSTROEM)
O  -3.061  6.803  1.399  -0.253
O  -4.814  1.847  1.370  -0.390
O  3.668  2.690  -1.988  -0.347
O  1.912  4.979  3.952  -0.314
O  0.799  -3.357  -3.942  -0.295
O  0.583  -2.945  2.679  -0.418
O  -0.028  1.455  1.166  2.441
O  -0.822  -6.172  -1.319  -0.021
O  -1.364  -4.427  1.427  0.129
O  -4.815  2.747  -1.933  -0.309
O  5.321  0.403  -1.834  -0.545
N  -0.772  -5.804  3.875  -0.672
N  -2.059  1.048  3.617  -0.679
N  -0.926  5.829  4.224  -0.737
N  2.385  2.817  2.105  -0.652
N  -2.291  1.540  -1.421  -0.785
N  4.749  4.351  -5.053  -0.717
N  1.676  -4.703  -0.919  -0.372
N  -0.073  -5.018  -7.116  -0.739
C  4.904  -0.528  -2.843  -0.408
C  -2.305  -3.545  0.839  -0.428
C  1.565  -6.157  -1.131  0.401
C  -1.218  3.747  -1.491  -1.502
C  -1.011  4.863  1.938  -0.019
C  1.866  -3.614  -6.737  -1.432
C  4.916  3.499  -3.860  0.710
C  0.218  -2.429  -3.039  -0.502
C  -3.214  0.783  2.752  2.025
C  0.463  0.116  1.176  -0.598
C  -0.019  -0.611  -0.061  -0.007
C  2.568  6.188  4.325  -0.937
C  2.068  2.617  3.556  1.570
C  2.705  -3.435  3.665  -1.475
C  -3.951  2.079  2.456  -0.182
C  -1.276  -7.926  2.784  -1.753
C  -1.851  -5.728  1.625  -0.361
C  -5.644  2.939  1.060  -0.544
C  -1.992  -6.366  -2.091  -0.771
C  0.802  -4.454  -6.065  0.608
C  -0.922  -6.455  2.576  0.954
C  1.899  -3.412  2.381  1.288
C  2.438  2.405  -1.368  -0.763
C  0.360  -6.505  -2.010  -0.495
C  -0.008  -3.641  -5.054  -0.779
C  6.004  4.027  -2.932  -1.465
C  -1.304  6.075  2.829  0.505
C  -4.082  -0.307  3.321  -1.732
C  -2.505  2.986  -1.191  2.638
C  3.672  -1.276  -2.387  0.148
C  2.760  1.364  4.054  -1.821
C  -2.731  6.576  2.752  -1.006
C  -5.880  3.327  -2.610  -0.839
C  2.571  3.805  4.370  -1.094
C  -3.614  3.484  -2.088  -1.235
C  3.565  3.443  -3.175  -0.889
C  -4.384  7.252  1.217  -0.819
C  1.516  -6.952  0.173  -1.318
H  -0.607  -4.264  -7.542  0.273
H  0.978  2.565  3.601  -0.388
H  5.173  2.500  -4.217  0.131
H  2.677  -2.483  4.193  0.284
H  -1.667  -5.464  4.216  0.313
H  -0.039  -3.421  2.104  0.339
H  0.000  5.398  4.216  0.305
H  -5.085  3.878  0.981  0.104
H  2.611  2.088  -0.342  0.116
H  -1.496  1.269  -0.848  -0.148
H  3.923  -1.930  -1.549  0.215
H  2.624  1.224  5.128  0.447
H  -6.437  4.053  -1.995  0.302
H  -1.801  -2.588  0.718  -0.145
H  -3.091  1.104  -0.967  0.362
H  1.846  3.330  -1.292  0.515
H  -0.358  -2.727  -5.559  0.522
H  -3.439  5.868  3.217  0.324
H  -2.783  -5.833  -1.562  0.248
H  0.435  -5.890  -2.918  0.004
H  4.772  5.319  -4.742  0.280
H  -1.347  3.949  2.428  -0.345
H  -4.448  -0.048  4.318  0.346
H  3.404  2.788  2.040  0.415
H  2.249  -4.171  4.336  0.338
H  3.730  -3.770  3.506  0.411
H  3.255  -1.926  -3.162  0.062
H  -0.428  -8.410  3.266  0.354
H  3.655  3.915  4.230  0.435
H  1.990  -6.481  1.035  0.300
H  1.412  -2.768  -7.262  0.342
H  -6.405  3.054  1.843  0.363
H  -4.955  -0.474  2.687  0.339
H  2.483  -6.437  -1.651  0.668
H  -3.256  2.871  2.168  -0.488
H  -1.409  1.666  3.145  -0.226
H  -5.127  6.581  1.660  0.324
H  0.267  -0.113  -0.990  0.089
H  -1.505  -8.465  1.864  0.292
H  2.394  3.604  5.436  0.442
H  3.835  1.434  3.868  0.423
H  2.594  -3.207  -6.033  0.273
H  0.836  -4.414  -0.416  -0.047
H  -2.857  0.482  1.749  -0.605
H  -0.671  6.897  2.477  0.289
H  6.979  4.014  -3.428  0.404
H  5.736  -1.222  -2.967  0.416
H  -4.499  2.404  3.356  0.494
H  -1.111  -0.662  -0.020  -0.055
H  2.875  2.943  -3.871  0.365
H  -6.625  2.573  -2.878  0.268
H  0.071  -6.449  2.109  -0.432
H  -1.490  5.057  4.585  0.344
H  1.982  -7.920  -0.015  0.510
H  1.872  -4.416  1.950  -0.595
H  -0.442  3.289  -0.873  -0.172
H  1.798  6.954  4.320  0.265
H  -0.429  -1.663  -3.473  0.557
H  -4.503  8.249  1.654  0.313
H  3.121  4.429  -2.991  0.341
H  1.556  0.125  1.229  0.208
H  0.489  -7.146  0.496  -0.078
H  2.356  -2.722  1.663  0.147
H  -3.547  -1.258  3.376  0.377
H  -2.866  -5.710  2.064  0.440
H  -1.233  4.796  -1.201  0.443
H  0.071  -0.426  2.043  -0.076
H  -0.927  -4.190  -4.791  0.180
H  2.897  -0.597  -2.023  -0.327
H  -4.554  7.270  0.141  0.254
H  6.146  3.385  -2.058  0.329
H  -2.753  -3.942  -0.072  0.202
H  2.408  0.451  3.573  0.223
H  4.752  0.013  -3.782  0.177
H  -0.757  -5.628  -6.680  0.270
H  1.254  -5.317  -5.570  0.238
H  3.375  6.395  3.618  0.296
H  2.997  6.116  5.329  0.372
H  2.207  3.810  1.941  0.095
H  5.564  4.272  -5.651  0.284
H  -1.996  -6.269  0.679  -0.099
H  -6.097  2.727  0.099  0.176
H  -2.804  3.097  -0.140  -1.108
H  -2.125  -8.002  3.469  0.452
H  -1.567  0.165  3.716  0.342
H  -5.618  3.837  -3.545  0.358
H  1.563  -4.257  -1.826  0.096
H  -2.856  7.503  3.330  0.451
H  5.809  5.053  -2.618  0.297
H  1.803  1.691  -1.904  0.277
H  -2.268  -7.425  -2.109  0.271
H  -1.015  3.620  -2.555  0.593
H  4.703  1.147  -1.919  0.281
H  -1.477  4.945  0.962  0.095
H  0.989  -1.958  -2.436  -0.142
H  -0.199  -4.970  3.785  0.235
H  -1.867  -5.962  -3.098  0.187
H  -3.294  3.427  -3.138  0.447
H  0.070  4.743  1.848  -0.013
H  0.386  -7.565  -2.301  0.403
H  2.423  -4.203  -7.465  0.385
H  -3.114  -3.344  1.557  0.252
H  -3.797  4.547  -1.864  0.428
H  0.320  -1.646  -0.158  -0.228
H  0.711  1.994  1.517  -0.893
H  -0.408  -3.041  -2.372  0.183

***

2.
ORCA calculation (the ωB97M-V functional and the def2-TZVPD basis) on a 2-piece molecular cluster, C6H11NO2 overall in a non-equilibrium geometry.

For the highest occupied orbital energy, the calculation gives -8.962 eV. The calculation puts the gap between HOMO and LUMO at 0.35536 hartree. The energy above the lowest of the compared OMol25 structures with the same formula, charge and spin is 192.78 kJ/mol. As for the total charge: 0.

Each line ends with the natural charge from an NBO analysis.
CARTESIAN COORDINATES (ANGSTROEM)
O  1.955  0.737  0.427  -0.732
O  2.318  -1.503  0.516  -0.642
N  1.888  -0.486  -1.477  -0.847
C  1.900  -0.551  -0.112  0.893
C  -1.307  1.262  -0.914  -0.632
C  -0.822  -2.180  -0.041  -0.483
C  -1.009  0.380  0.263  -0.035
C  -0.692  -0.896  0.117  0.043
C  -1.064  1.017  1.617  -0.629
H  2.324  0.668  1.319  0.500
H  -1.175  0.729  -1.853  0.220
H  -1.765  -2.695  0.076  0.214
H  -2.345  1.598  -0.859  0.220
H  0.059  -2.795  -0.163  0.219
H  2.036  -1.348  -1.974  0.413
H  -0.660  2.139  -0.901  0.215
H  -0.727  0.313  2.377  0.226
H  1.589  0.376  -1.899  0.406
H  -0.417  1.894  1.653  0.215
H  -2.085  1.341  1.828  0.217

***

3.
ORCA calculation (the ωB97M-V functional and the def2-TZVPD basis) on an isolated ion of composition C3H6N3O and charge +1 in a non-equilibrium geometry.

For the highest occupied orbital energy, the calculation gives -15.787 eV. The calculation puts the gap between HOMO and LUMO at 0.43248 hartree. The energy above the lowest of the compared OMol25 structures with the same formula, charge and spin is 203.72 kJ/mol. As for the total charge: +1.

Each line ends with the natural charge from an NBO analysis.
CARTESIAN COORDINATES (ANGSTROEM)
O  0.861  1.445  -2.219  -0.431
N  -0.469  0.251  -0.848  -0.023
N  -0.373  -0.334  0.314  -0.080
N  0.697  0.734  -1.114  0.200
C  1.600  0.464  -0.159  -0.058
C  0.884  -0.242  0.784  -0.010
C  -1.521  -0.912  0.948  -0.429
H  -2.273  -1.122  0.190  0.260
H  2.626  0.770  -0.207  0.284
H  -1.941  -0.215  1.674  0.247
H  -0.040  1.630  -2.555  0.518
H  -1.246  -1.831  1.463  0.248
H  1.196  -0.638  1.731  0.272

***

4.
ORCA calculation (the ωB97M-V functional and the def2-TZVPD basis) on a 9-piece molecular cluster, C43H73ClN4O25P overall in a non-equilibrium geometry.

For the highest occupied orbital energy, the calculation gives -11.938 eV. The calculation puts the gap between HOMO and LUMO at 0.32954 hartree. As for the total charge: +1.

Each line ends with the Mulliken charge.
CARTESIAN COORDINATES (ANGSTROEM)
Cl  3.202  0.742  -1.440  -0.258
P  -0.010  4.567  -2.538  0.784
O  -2.325  0.000  1.870  -0.219
O  3.173  -1.168  -8.102  -0.262
O  -0.349  -3.594  -4.294  -0.387
O  2.052  -7.312  8.164  -0.547
O  -0.596  2.407  8.771  -0.506
O  -1.305  3.499  -7.085  -0.399
O  1.103  -2.411  -3.104  -0.197
O  2.579  -6.409  6.169  -0.346
O  5.466  -2.196  2.912  -0.360
O  -0.969  -1.614  -3.419  -0.575
O  0.415  -1.640  6.690  -0.231
O  -2.654  6.609  -3.883  -0.536
O  -2.310  2.063  -8.502  -0.541
O  -1.981  2.256  7.002  -0.364
O  3.754  0.879  -7.368  -0.579
O  -0.100  3.434  6.828  -0.364
O  4.638  -3.787  1.548  -0.551
O  3.832  -3.522  3.631  -0.114
O  -1.173  -3.054  7.326  -0.390
O  -4.891  6.598  -3.671  -0.331
O  0.621  -7.437  6.429  -0.370
O  3.519  0.467  -9.566  -0.335
O  -0.393  1.501  -7.460  -0.372
O  -3.626  5.954  -1.958  -0.245
O  -0.373  -3.133  5.219  -0.574
N  0.691  5.649  -1.617  -0.884
N  0.610  2.078  0.483  -0.101
N  -0.868  3.927  -0.126  0.210
N  0.738  4.153  1.575  -0.255
C  2.613  -0.472  -11.622  -1.411
C  -0.867  2.675  7.652  0.615
C  -0.614  3.295  5.507  -0.280
C  -5.783  6.005  -2.719  -0.518
C  -0.052  -1.157  7.962  -0.331
C  1.147  -0.704  -0.220  0.298
C  0.773  -5.750  -4.486  -1.485
C  -1.628  0.847  -1.259  0.067
C  -0.385  -2.659  6.312  0.622
C  -1.897  -2.096  9.450  -1.495
C  1.705  -3.703  -3.290  -0.595
C  -3.633  6.414  -3.239  0.630
C  0.557  -6.780  5.148  0.994
C  -3.438  1.668  0.484  0.319
C  1.278  1.354  -5.704  -0.883
C  -3.100  1.232  -0.980  -1.500
C  -2.689  2.045  4.694  -1.225
C  3.114  -2.415  5.677  -1.232
C  -5.259  4.928  -0.469  -0.977
C  -0.165  -7.633  4.133  -1.518
C  -3.620  0.453  1.430  -0.996
C  2.379  -1.291  0.501  -2.031
C  0.584  2.243  -6.707  0.584
C  -1.424  2.326  -7.762  0.523
C  -0.154  -2.466  -3.595  0.525
C  3.384  -0.734  -10.351  0.418
C  2.024  -6.547  4.856  -0.245
C  2.693  -1.652  -9.366  -0.436
C  1.432  0.423  -1.252  1.159
C  -1.062  3.418  -1.490  -0.520
C  -2.066  2.938  5.742  0.517
C  5.002  -1.628  4.145  -0.491
C  3.512  0.131  -8.263  0.655
C  1.777  -7.081  7.034  0.611
C  0.753  1.782  -0.963  -2.158
C  -0.274  3.337  -6.113  0.348
C  0.928  -4.249  -4.469  0.547
C  -4.971  6.047  -1.441  0.375
C  0.152  3.407  0.639  0.099
C  -0.624  1.958  -1.684  1.275
C  -0.735  -2.385  8.532  0.538
C  4.647  -3.227  2.595  0.513
C  4.277  -2.791  4.790  0.455
H  1.442  2.555  -1.343  1.061
H  1.309  2.656  -7.414  0.292
H  0.692  -1.540  -0.774  0.217
H  -2.096  3.610  -1.800  0.370
H  -3.674  0.304  -1.141  0.714
H  -6.704  6.578  -2.663  0.331
H  -2.365  -0.936  2.068  0.189
H  1.146  3.675  2.358  0.310
H  -1.615  -1.357  10.199  0.381
H  2.003  0.723  -6.208  0.113
H  0.428  6.580  -1.929  0.259
H  1.807  1.945  -4.953  0.299
H  0.783  5.155  1.480  0.268
H  3.237  0.038  -12.355  0.359
H  -6.009  4.985  -3.040  0.309
H  0.264  4.273  -5.974  0.298
H  -2.641  2.273  0.935  -0.318
H  4.332  -0.795  3.917  0.280
H  -6.331  4.827  -0.306  0.440
H  3.409  -1.647  6.393  0.362
H  -1.241  -7.603  4.298  0.377
H  -2.748  -1.722  8.880  0.350
H  -1.643  0.123  -2.088  -0.056
H  -2.663  3.842  5.890  0.280
H  -0.066  2.491  5.001  0.236
H  0.372  -6.087  -5.441  0.372
H  0.150  -8.673  4.217  0.371
H  2.767  -3.287  6.231  0.314
H  -5.069  7.018  -0.950  0.237
H  1.563  -4.290  -2.380  0.335
H  2.768  -3.594  -3.487  0.359
H  1.753  0.168  -11.420  0.339
H  1.736  -6.236  -4.329  0.369
H  2.912  -0.543  1.108  0.422
H  -4.168  0.786  2.327  0.349
H  -0.899  4.950  -0.107  0.466
H  -2.218  -3.001  9.964  0.379
H  1.352  -3.894  -5.411  0.218
H  4.390  -1.094  -10.578  0.279
H  -4.395  2.204  0.461  0.199
H  5.843  -1.267  4.730  0.352
H  -4.867  3.983  -0.850  -0.113
H  2.278  -2.051  5.084  0.240
H  1.116  0.101  -2.254  -0.332
H  2.495  -7.400  4.360  0.294
H  -2.296  1.031  4.768  0.265
H  -0.066  1.451  0.929  0.285
H  -0.010  -3.040  9.022  0.293
H  1.605  -1.548  -9.389  0.316
H  -4.195  -0.346  0.946  0.468
H  1.995  -2.039  1.215  0.487
H  -0.738  -0.327  7.796  0.011
H  -1.279  0.285  -0.392  -0.004
H  2.208  -5.645  4.276  0.176
H  0.554  0.701  -5.207  0.068
H  0.080  -6.070  -3.708  0.361
H  -3.504  1.947  -1.711  0.418
H  0.039  -5.828  5.292  -0.157
H  -0.435  1.821  -2.763  -0.124
H  -0.494  4.229  4.963  0.248
H  0.425  -0.417  0.549  -0.121
H  2.267  -1.408  -12.060  0.371
H  -0.809  5.099  -3.567  0.051
H  0.785  -0.816  8.566  0.410
H  2.961  -2.698  -9.491  0.305
H  0.037  -7.277  3.122  0.372
H  -4.785  5.118  0.494  0.411
H  4.977  -3.433  5.331  0.252
H  -3.768  1.988  4.838  0.433
H  -2.500  2.425  3.688  0.137
H  3.067  -1.791  -0.188  0.408
H  -0.733  3.032  -5.165  -0.357
H  0.913  3.719  -3.187  -0.112

***

5.
ORCA calculation (the ωB97M-V functional and the def2-TZVPD basis) on a 2-piece molecular cluster, C22H29Cl2OSi overall in a non-equilibrium geometry.

For the highest occupied orbital energy, the calculation gives -11.084 eV. The calculation puts the gap between HOMO and LUMO at 0.19185 hartree. As for the total charge: +1.

Each line ends with the natural charge from an NBO analysis.
CARTESIAN COORDINATES (ANGSTROEM)
Cl  0.543  4.217  3.997  0.102
Cl  1.355  -6.733  2.312  0.112
Si  1.962  1.002  -1.933  1.886
O  0.362  0.905  -2.549  -0.847
C  -0.513  -4.884  1.709  -0.257
C  -0.328  0.067  2.386  -0.119
C  -2.512  1.234  -0.733  -0.587
C  -0.935  -3.576  1.538  -0.086
C  -0.715  0.279  -2.058  0.442
C  2.278  2.851  -1.872  -1.135
C  -1.734  2.505  -2.715  -0.596
C  1.991  0.276  -0.200  -1.152
C  1.204  1.657  3.465  -0.236
C  -0.133  -2.465  1.959  -0.111
C  0.185  2.625  3.479  0.039
C  0.763  -5.133  2.244  0.060
C  -0.654  -1.162  1.736  0.111
C  -1.999  1.110  -2.159  -0.133
C  1.118  -2.768  2.572  -0.111
C  -1.097  2.323  2.994  -0.255
C  -0.636  -0.979  -1.531  -0.623
C  -2.983  0.375  -3.061  -0.593
C  0.957  0.411  2.897  -0.124
C  2.958  0.076  -3.193  -1.146
C  -1.347  1.065  2.474  -0.097
C  1.584  -4.072  2.664  -0.245
H  -1.004  3.064  -2.120  0.211
H  0.323  -1.509  -1.483  0.208
H  2.189  1.894  3.859  0.252
H  -3.959  0.871  -3.014  0.214
H  2.349  3.287  -2.878  0.257
H  3.981  0.021  -2.817  0.240
H  -3.095  -0.674  -2.767  0.209
H  -3.435  1.824  -0.677  0.220
H  -1.765  1.734  -0.102  0.202
H  -2.674  3.067  -2.699  0.213
H  1.481  3.375  -1.321  0.243
H  -1.871  3.086  3.012  0.256
H  1.349  0.836  0.497  0.234
H  3.225  3.022  -1.346  0.240
H  -2.343  0.808  2.115  0.237
H  2.580  -4.272  3.053  0.254
H  1.685  -0.779  -0.153  0.236
H  -1.394  2.465  -3.755  0.226
H  -2.704  0.250  -0.295  0.189
H  -1.141  -5.716  1.409  0.256
H  -1.906  -3.363  1.095  0.232
H  2.952  0.584  -4.164  0.260
H  1.796  -0.267  2.775  0.222
H  -1.453  -1.103  0.985  0.245
H  -1.548  -1.549  -1.338  0.202
H  3.023  0.339  0.184  0.245
H  1.742  -1.973  2.966  0.222
H  -2.631  0.410  -4.103  0.223
H  2.576  -0.941  -3.341  0.251

***

Which of these has the highest highest occupied orbital energy? C6H11NO2